# 1
Molecular formula: C55H75BGaO6
Method: DFT, ωB97M-V/def2-TZVPD

The geometry in XYZ format:
```
138
Properties=species:S:1:pos:R:3:forces:R:3:mulliken_charge:R:1
C -3.188677 1.295712 -1.379087 -0.3 -0.3 -0.1 -0.74
C -3.729575 -0.212079 -0.913582 -0.8 1.3 -0.5 -0.32
C -4.204361 -0.059681 0.647481 -1.0 -0.9 0.0 -0.32
C -3.334202 -0.928853 1.730660 0.3 1.0 0.9 -0.75
C -1.737907 -1.074538 1.387824 0.1 -0.9 1.2 -0.18
C -1.443980 -2.682354 1.157448 -0.1 0.0 0.4 -0.55
C 0.128375 -3.035555 0.812124 -0.5 -0.1 -0.1 0.27
C 0.871137 -3.978298 1.944330 0.4 0.2 -0.3 -0.54
C 2.416543 -4.429638 1.505283 -0.4 0.0 0.8 -0.53
C 3.197567 -3.287628 0.617276 0.3 -0.2 -0.1 -0.12
C 2.990574 -3.544794 -1.011504 0.8 0.1 -0.1 0.11
C 4.075951 -2.716185 -1.941880 -0.4 -0.2 0.2 -0.61
C 3.509496 -1.255830 -2.442103 1.3 0.1 0.2 -0.34
C 4.190245 -0.735826 -3.872034 -0.7 -1.6 0.5 -0.40
Ga 3.605411 1.233269 -4.106343 0.2 0.1 -0.2 -0.85
C 4.964918 2.443565 -5.084671 1.8 0.1 -0.4 -0.62
C 5.255426 3.890227 -4.371075 0.0 0.6 -1.5 -0.56
C 3.919509 4.739620 -3.945752 0.3 0.7 1.5 -0.11
C 4.304798 5.511609 -2.513557 0.3 -1.4 -0.2 -0.83
C 4.328073 4.384965 -1.288317 0.3 0.6 0.5 -0.07
C 4.695324 5.114681 0.161120 0.1 -1.0 -0.1 -0.53
C 5.003182 3.957946 1.327008 -0.4 0.1 -1.0 -0.54
C 3.600276 3.358644 1.944990 1.0 0.0 0.5 -0.39
C 3.976961 1.971970 2.797990 -1.2 0.6 -0.3 -0.44
C 2.642067 0.993820 2.998514 0.8 -0.4 -0.4 -0.34
C 3.174477 -0.459896 3.543818 -0.1 -0.2 0.1 0.41
C 3.143675 -0.639455 5.173900 1.1 0.1 0.0 -0.48
C 3.397130 0.774883 5.986218 -0.1 -0.2 0.9 -0.83
B 1.811099 1.365910 -5.206183 -1.3 0.2 -0.7 0.69
O 1.151466 2.685201 -5.273190 -0.7 -1.9 0.8 -0.58
O 1.209130 0.222653 -5.925408 -0.9 0.8 1.9 -0.48
H -3.949973 2.110813 -0.993998 1.5 -1.7 -0.7 0.21
H -3.132888 1.419686 -2.547285 0.1 -0.4 2.3 0.34
H -2.153594 1.532755 -0.887167 -1.9 -0.5 -1.0 0.04
H -2.956207 -1.065145 -1.121441 -1.3 1.7 0.6 0.18
H -4.685665 -0.449410 -1.577290 2.0 0.5 1.4 0.34
H -5.325704 -0.461348 0.717721 2.3 0.9 -0.1 0.32
H -4.264152 1.094727 0.927134 0.4 -2.5 -0.5 0.06
H -3.408005 -0.337458 2.765158 0.0 -1.3 -2.1 0.26
H -3.769591 -2.007488 1.955459 0.8 2.3 -0.8 0.32
H -1.346365 -0.382534 0.528380 -0.9 -1.5 1.4 0.25
H -1.146893 -0.763698 2.365296 -1.0 -0.6 -2.0 0.16
H -2.202922 -3.099620 0.339032 1.8 0.9 1.7 0.00
H -1.729646 -3.240757 2.169900 0.5 1.2 -2.1 0.25
H 0.113997 -3.595977 -0.233846 0.3 1.3 2.2 -0.12
H 0.704584 -2.003097 0.741091 -1.1 -2.3 -0.1 0.10
H 1.010337 -3.333819 2.926989 -0.6 -1.4 -1.9 0.25
H 0.233669 -4.961007 2.171635 1.3 2.3 -0.4 0.24
H 2.376357 -5.499146 0.979806 0.2 2.4 0.8 0.13
H 2.996372 -4.616253 2.529828 -1.1 0.4 -2.2 0.26
H 2.869127 -2.184509 0.933888 0.6 -2.5 -0.7 -0.32
H 4.355620 -3.342477 0.900525 -2.4 0.0 -0.9 0.51
H 1.919246 -3.219284 -1.396834 2.2 -0.9 1.0 -0.02
H 3.172971 -4.705786 -1.209615 -0.6 2.4 0.5 0.07
H 4.318467 -3.378443 -2.878845 -0.4 1.3 1.7 0.25
H 5.071952 -2.577423 -1.320390 -1.9 -0.3 -1.3 0.26
H 2.322206 -1.292935 -2.531237 2.5 0.2 0.2 0.05
H 3.835054 -0.464844 -1.615875 -1.1 -1.6 -1.6 0.07
H 5.353349 -0.864404 -3.905421 -2.1 0.0 0.3 0.25
H 3.702615 -1.412690 -4.713515 1.2 1.2 1.5 0.25
H 3.237568 1.852124 -2.645641 0.1 -0.1 0.1 -0.13
H 6.004369 1.857256 -5.099265 -2.0 1.2 -0.1 0.26
H 4.649083 2.520333 -6.228973 0.7 0.3 2.4 0.23
H 5.997394 3.823710 -3.451338 -1.7 -0.2 -1.8 0.23
H 5.827990 4.557216 -5.178888 -1.0 -1.1 1.8 0.25
H 2.971423 4.096188 -3.708986 1.9 0.9 -0.7 0.06
H 3.606525 5.566047 -4.717944 0.8 -1.7 1.2 0.31
H 3.549699 6.384603 -2.284356 1.6 -1.7 -0.3 0.32
H 5.417073 5.888659 -2.613151 -2.3 -0.3 0.2 0.27
H 5.181778 3.566620 -1.446083 -2.0 1.8 0.0 0.09
H 3.297619 3.800152 -1.253613 2.2 1.3 0.0 0.11
H 3.817384 5.820396 0.506422 1.7 -1.4 -0.6 0.26
H 5.671122 5.751740 0.032636 -1.9 -1.1 0.1 0.29
H 5.731365 4.414792 2.130203 -1.7 -1.0 -1.3 0.32
H 5.583384 3.045666 0.824346 -1.2 2.0 0.9 0.23
H 3.149020 4.188980 2.663541 0.7 -1.8 -1.5 0.25
H 2.820897 3.130833 1.071622 1.8 0.4 1.9 0.17
H 4.444789 2.273797 3.852481 -1.0 -0.7 -2.4 -0.01
H 4.760127 1.362460 2.174024 -1.5 1.2 1.2 0.27
H 1.829792 1.462282 3.699840 1.6 -0.8 -1.3 0.13
H 2.127270 0.802994 1.954299 1.1 0.6 2.0 0.27
H 4.297829 -0.585357 3.186617 -2.4 0.2 0.6 0.37
H 2.526972 -1.338196 3.072492 1.5 1.8 0.9 -0.67
H 2.165655 -1.201170 5.502810 1.9 1.3 -0.5 0.29
H 4.074974 -1.334233 5.446861 -2.2 1.3 -0.5 0.25
H 2.558418 1.591865 5.786381 2.0 -1.7 0.2 0.22
H 3.354307 0.573841 7.160741 0.1 0.3 -2.5 0.34
H 4.492595 1.199735 5.776982 -2.6 -0.9 0.3 0.17
H 0.242476 2.683266 -4.851581 1.4 -0.2 -1.1 0.22
H 0.719035 -0.386922 -5.298499 1.1 1.0 -1.1 0.28
C -6.120210 -6.383840 -1.200377 0.4 0.0 0.0 -0.60
C -6.414239 -7.500902 -1.981866 0.4 -0.2 0.0 -0.42
C -5.394264 -8.373637 -2.364294 -0.3 0.2 0.1 -0.60
C -4.073327 -8.122002 -1.974066 -0.6 0.2 0.0 0.38
C -3.775892 -6.991900 -1.213453 -0.7 0.1 0.0 0.15
C -4.803529 -6.126740 -0.815747 -0.3 -0.1 -0.1 -0.45
C -2.379498 -6.689850 -0.838053 0.4 1.2 0.8 0.13
O -2.117806 -5.699241 -0.166908 -0.2 -0.6 -0.4 -0.58
C -1.302916 -7.593475 -1.290284 0.7 -0.1 0.0 0.01
C 0.031163 -7.287967 -0.990717 0.2 -0.2 -0.1 -0.14
C 1.054451 -8.144184 -1.403138 -0.4 0.2 0.1 -0.53
C 0.748792 -9.309449 -2.105707 -0.4 0.0 0.0 -0.50
C -0.578852 -9.613406 -2.410360 0.3 0.1 0.1 -0.73
C -1.605815 -8.748280 -2.010065 0.6 -0.2 0.0 0.41
C -3.003600 -9.060257 -2.368149 -0.3 -1.2 -0.8 0.56
O -3.272686 -10.081807 -2.989616 0.1 0.6 0.4 -0.70
H -6.916397 -5.708641 -0.894573 0.2 -0.1 0.0 0.40
H -7.438646 -7.694330 -2.292280 0.2 0.0 0.1 0.38
H -5.632026 -9.246529 -2.970038 0.2 0.2 0.2 0.45
H -4.580759 -5.249850 -0.210374 0.1 -0.2 -0.2 0.59
H 0.278104 -6.381799 -0.439821 -0.2 -0.2 -0.1 0.52
H 2.090063 -7.902362 -1.174004 -0.2 0.0 0.0 0.44
H 1.545097 -9.980291 -2.420802 -0.2 0.1 0.0 0.38
H -0.809450 -10.522428 -2.963431 -0.1 0.3 0.1 0.45
C -2.473767 4.131697 0.243754 -0.2 0.4 0.1 -0.81
C -2.452537 3.470108 1.471295 -0.3 0.2 0.2 -0.42
C -3.265690 3.911293 2.516478 0.2 -0.2 -0.2 -0.81
C -4.094328 5.025666 2.337586 0.4 -0.3 -0.2 0.44
C -4.097208 5.701883 1.118219 0.4 -0.4 -0.2 0.33
C -3.293537 5.246876 0.064754 0.2 -0.2 0.1 -0.64
C -4.930031 6.907976 0.934322 0.1 0.6 -1.3 0.52
O -4.935825 7.500490 -0.137648 -0.1 -0.3 0.7 -0.68
C -5.748406 7.394351 2.062941 -0.4 0.5 0.3 0.18
C -6.497994 8.569425 1.920941 -0.2 0.1 0.3 -0.55
C -7.285154 9.029147 2.978934 0.3 -0.2 -0.2 -0.44
C -7.333365 8.313859 4.175143 0.2 -0.3 -0.1 -0.45
C -6.583304 7.146003 4.321310 -0.2 0.3 0.0 -0.54
C -5.781626 6.690928 3.266060 -0.5 0.5 0.2 0.19
C -4.964316 5.474342 3.442915 0.1 -0.9 1.2 0.55
O -5.002525 4.847643 4.495522 0.0 0.4 -0.6 -0.68
H -1.846921 3.782355 -0.573772 -0.1 0.1 0.2 0.63
H -1.804131 2.608621 1.614791 -0.1 0.1 0.0 0.60
H -3.247745 3.386706 3.470356 -0.1 0.2 -0.2 0.45
H -3.300756 5.761586 -0.894444 -0.1 0.0 0.3 0.45
H -6.468410 9.132097 0.989205 0.1 -0.3 0.2 0.45
H -7.862318 9.944637 2.868334 0.1 -0.2 0.0 0.39
H -7.952083 8.667799 4.996928 0.1 -0.1 -0.1 0.38
H -6.622140 6.595509 5.259835 0.1 0.0 -0.3 0.45
```
Forces are in eV/Å.

Computed properties:
Total charge: -1
LUMO level in eV: 0.1
Kohn-Sham gap in hartree: 0.15715

# 2
Molecular formula: CH4N2O2
Method: DFT, ωB97M-V/def2-TZVPD

The geometry in XYZ format:
```
9
Properties=species:S:1:pos:R:3:forces:R:3:mulliken_charge:R:1
C -0.390035 0.540650 -0.341140 -0.2 -4.7 -0.5 -0.58
N 3.529382 0.874056 -0.252434 -0.7 1.0 -0.5 -0.33
N 3.405941 -0.209058 -0.029939 1.2 5.1 -0.9 0.89
O 3.508194 -1.290701 0.255502 -0.4 -6.0 1.3 -0.56
O 0.675153 0.502901 0.557131 1.3 -0.4 -1.6 -0.45
H -1.158532 -0.267188 -0.139319 0.4 0.9 0.5 0.25
H -0.059924 0.101789 -1.309151 0.3 1.1 0.4 0.22
H -0.885393 1.429339 -0.426678 -1.0 2.6 -0.4 0.30
H 0.446569 0.702074 1.433504 -0.9 0.5 1.6 0.26
```
Forces are in eV/Å.

Computed properties:
LUMO level in eV: 0.9
SMILES string: N#[N+][O-].CO
Kohn-Sham gap in hartree: 0.42247

Please write out number 2 again, unchanged.
Molecular formula: CH4N2O2
Method: DFT, ωB97M-V/def2-TZVPD

The geometry in XYZ format:
```
9
Properties=species:S:1:pos:R:3:forces:R:3:mulliken_charge:R:1
C -0.390035 0.540650 -0.341140 -0.2 -4.7 -0.5 -0.58
N 3.529382 0.874056 -0.252434 -0.7 1.0 -0.5 -0.33
N 3.405941 -0.209058 -0.029939 1.2 5.1 -0.9 0.89
O 3.508194 -1.290701 0.255502 -0.4 -6.0 1.3 -0.56
O 0.675153 0.502901 0.557131 1.3 -0.4 -1.6 -0.45
H -1.158532 -0.267188 -0.139319 0.4 0.9 0.5 0.25
H -0.059924 0.101789 -1.309151 0.3 1.1 0.4 0.22
H -0.885393 1.429339 -0.426678 -1.0 2.6 -0.4 0.30
H 0.446569 0.702074 1.433504 -0.9 0.5 1.6 0.26
```
Forces are in eV/Å.

Computed properties:
LUMO level in eV: 0.9
SMILES string: N#[N+][O-].CO
Kohn-Sham gap in hartree: 0.42247